Entry 1:
Here is a 12-piece molecular cluster, C24H48Cl24 overall in a non-equilibrium geometry from the OMol25 dataset. Energies are from the ωB97M-V functional and the def2-TZVPD basis.

Computed properties:
- Spin multiplicity: 2
- LUMO (alpha / beta): 1.8 / 1.8 eV
- Relative energy (zero: lowest compared OMol25 entry of this formula, charge and spin): 0.0 kcal/mol
- F_max: 2.53 eV Å⁻¹
- HOMO-LUMO gap (alpha / beta): 1.44 / 10.12 eV
- Net charge: -1
- HOMO (alpha / beta): 0.34 / -8.36 eV

```
96
C24H48Cl24 | the OMol25 dataset | the ωB97M-V functional and the def2-TZVPD basis
Cl 8.178 0.153 -0.420
C 6.480 -0.050 -0.845
C 5.808 1.299 -0.881
Cl 4.064 1.072 -1.249
H 6.013 -0.738 -0.140
H 6.418 -0.489 -1.840
H 6.083 1.967 -1.697
H 5.891 1.817 0.074
Cl -1.877 0.896 -6.309
C -1.623 -0.870 -6.454
C -2.183 -1.534 -5.158
Cl -3.918 -1.266 -4.940
H -0.564 -1.118 -6.527
H -2.097 -1.172 -7.388
H -1.587 -1.226 -4.298
H -1.987 -2.598 -5.284
Cl 1.752 -2.135 -5.224
C 2.703 -2.144 -3.730
C 3.676 -3.346 -3.765
Cl 4.697 -3.168 -2.336
H 2.003 -2.185 -2.896
H 3.137 -1.145 -3.696
H 4.357 -3.187 -4.601
H 3.150 -4.294 -3.877
Cl -2.972 -3.287 -0.277
C -4.332 -2.832 -1.335
C -5.631 -2.876 -0.559
Cl -6.078 -4.521 -0.023
H -4.398 -3.564 -2.140
H -4.117 -1.812 -1.654
H -6.398 -2.453 -1.207
H -5.523 -2.142 0.240
Cl 0.952 -6.815 2.097
C -0.542 -5.778 2.145
C -0.174 -4.286 2.188
Cl 0.867 -3.941 0.846
H -0.926 -6.100 3.113
H -1.117 -6.195 1.318
H 0.320 -4.028 3.124
H -1.128 -3.760 2.146
Cl 0.047 -0.726 -2.112
C 0.586 -0.424 -0.467
C -0.669 -0.137 0.253
Cl -0.361 0.335 1.921
H 1.378 0.323 -0.495
H 1.107 -1.323 -0.137
H -1.203 -1.081 0.364
H -1.217 0.667 -0.237
Cl 2.955 2.029 -4.458
C 1.484 3.007 -4.731
C 0.245 2.565 -3.932
Cl 0.420 2.727 -2.159
H 1.251 2.827 -5.781
H 1.726 4.054 -4.546
H -0.004 1.515 -4.082
H -0.625 3.169 -4.191
Cl 1.780 -2.331 5.287
C 2.416 -1.216 4.086
C 3.236 -1.978 3.093
Cl 3.672 -0.900 1.746
H 2.999 -0.584 4.756
H 1.623 -0.570 3.710
H 2.648 -2.807 2.697
H 4.153 -2.299 3.588
Cl -0.767 3.654 2.777
C -1.478 3.573 1.132
C -1.812 4.955 0.548
Cl -0.314 5.779 0.249
H -2.407 3.080 1.418
H -0.852 2.942 0.501
H -2.447 5.540 1.213
H -2.286 4.717 -0.404
Cl -3.937 0.812 0.697
C -5.629 1.404 0.804
C -5.575 2.384 1.981
Cl -7.099 3.109 2.154
H -6.266 0.543 1.003
H -5.814 1.974 -0.106
H -4.811 3.154 1.881
H -5.387 1.801 2.882
Cl 3.034 5.333 1.933
C 3.340 3.598 1.512
C 2.322 2.686 2.106
Cl 2.282 2.791 3.900
H 4.347 3.299 1.803
H 3.319 3.500 0.427
H 2.492 1.624 1.929
H 1.311 2.862 1.740
Cl -3.035 1.361 4.201
C -1.544 1.546 5.109
C -1.456 0.600 6.311
Cl -1.663 -1.090 5.861
H -1.447 2.584 5.425
H -0.705 1.381 4.432
H -2.237 0.786 7.048
H -0.499 0.726 6.818
```

=====

Entry 2:
Here is C4H5BiO3 as an isolated structure in a non-equilibrium geometry from the OMol25 dataset. Energies are from the ωB97M-V functional and the def2-TZVPD basis.

Computed properties:
- LUMO: -23.1 eV
- Relative energy (zero: lowest compared OMol25 entry of this formula, charge and spin): 33.0 kcal/mol
- F_max: 10.52 eV Å⁻¹
- HOMO-LUMO gap: 3.58 eV
- Net charge: +4
- HOMO: -26.71 eV

```
13
C4H5BiO3 | the OMol25 dataset | the ωB97M-V functional and the def2-TZVPD basis
O -0.019 -0.065 -1.322
C 0.915 -0.157 -0.429
C 0.822 0.213 0.917
C 2.006 0.306 1.585
H 1.884 -0.410 -0.872
H -0.138 0.307 1.419
H 2.961 0.284 1.055
H 2.027 0.440 2.667
O -1.917 -0.706 -2.126
C -1.679 0.142 -1.250
O -2.186 0.343 -0.179
Bi -3.896 0.369 0.872
H -0.779 -1.065 -2.339
```

=====

Entry 3:
Here is C16H26Cl3N4OZr as an isolated structure from the OMol25 dataset. Energies are from the ωB97M-V functional and the def2-TZVPD basis.

Computed properties:
- LUMO: -10.8 eV
- F_max: 0.58 eV Å⁻¹
- HOMO-LUMO gap: 6.35 eV
- Net charge: +3
- HOMO: -17.20 eV

```
51
C16H26Cl3N4OZr | the OMol25 dataset | the ωB97M-V functional and the def2-TZVPD basis
Zr -0.091 0.050 -0.242
C 0.417 3.487 -1.152
C -0.795 2.858 -1.837
N -0.728 1.362 -2.049
C 0.050 0.962 -3.269
C 0.373 -0.520 -3.186
N 1.164 -0.747 -1.929
C 1.581 -2.168 -1.697
C 2.541 -2.273 -0.511
C 1.909 -2.230 0.881
N 1.311 -0.898 1.284
C 2.287 0.089 1.844
C 1.611 1.452 1.908
N 1.161 1.792 0.521
C 0.626 3.182 0.330
H 0.288 4.567 -1.244
H 1.338 3.276 -1.709
H -0.942 3.327 -2.811
H -1.693 3.057 -1.249
H -1.698 1.087 -2.227
H 0.966 1.556 -3.301
H -0.513 1.191 -4.175
H 0.942 -0.860 -4.053
H -0.534 -1.131 -3.144
H 2.036 -0.226 -2.049
H 2.065 -2.533 -2.603
H 0.682 -2.772 -1.543
H 3.346 -1.535 -0.610
H 3.046 -3.237 -0.587
H 2.654 -2.496 1.631
H 1.100 -2.961 0.935
H 0.676 -1.138 2.052
H 3.159 0.129 1.187
H 2.635 -0.228 2.827
H 2.292 2.214 2.291
H 0.737 1.441 2.565
H 2.016 1.773 -0.046
H 1.348 3.885 0.750
H -0.296 3.283 0.904
Cl -5.466 -1.685 4.300
C -4.260 -1.591 3.104
C -3.854 -0.325 2.663
C -2.887 -0.309 1.691
Cl -2.215 1.240 1.049
C -2.321 -1.448 1.135
O -1.397 -1.259 0.150
C -2.710 -2.689 1.612
Cl -1.978 -4.101 0.970
C -3.687 -2.755 2.596
H -4.287 0.575 3.076
H -4.003 -3.721 2.965
```

=====

Entry 4:
Here is one molecule with the formula C8H8O2S2 in a non-equilibrium geometry from the OMol25 dataset. Energies are from the ωB97M-V functional and the def2-TZVPD basis.

Computed properties:
- LUMO: -0.7 eV
- Relative energy (zero: lowest compared OMol25 entry of this formula, charge and spin): 94.4 kcal/mol
- F_max: 4.94 eV Å⁻¹
- HOMO-LUMO gap: 7.80 eV
- HOMO: -8.47 eV

```
20
C8H8O2S2 | the OMol25 dataset | the ωB97M-V functional and the def2-TZVPD basis
C -2.050 1.625 -0.562
C -0.958 1.623 0.218
C -0.942 0.869 1.510
C -3.296 -0.865 -0.131
C 0.185 2.450 -0.150
C -0.300 -0.434 1.546
C 0.465 -0.758 0.206
C -0.447 -0.918 -1.034
O 0.448 2.722 -1.283
O -1.437 1.301 2.522
S -3.556 0.748 -0.020
S -2.088 -1.908 -0.539
H -2.169 2.249 -1.354
H 0.631 3.054 0.736
H 0.534 -0.471 2.247
H -1.011 -1.096 1.893
H 1.110 -0.056 -0.118
H 1.031 -1.714 0.336
H -0.866 -0.044 -1.617
H -0.038 -1.571 -1.760
```

=====

Entry 5:
Here is one molecule with the formula C11H13NS in a non-equilibrium geometry from the OMol25 dataset. Energies are from the ωB97M-V functional and the def2-TZVPD basis.

Computed properties:
- LUMO: 0.5 eV
- Relative energy (zero: lowest compared OMol25 entry of this formula, charge and spin): 66.2 kcal/mol
- F_max: 4.36 eV Å⁻¹
- HOMO-LUMO gap: 8.62 eV
- HOMO: -8.16 eV

```
26
C11H13NS | the OMol25 dataset | the ωB97M-V functional and the def2-TZVPD basis
C -2.283 -0.652 3.805
C -1.906 0.002 2.815
S 0.594 -0.318 -2.762
C 1.244 -1.375 1.178
C 1.988 0.571 -3.324
C 2.875 0.826 -2.323
C 2.479 0.271 -1.065
C 1.273 -0.423 -1.133
C 0.591 -1.009 0.018
N -1.635 0.113 0.382
C -1.873 1.048 -0.731
C -1.338 0.756 1.684
C -0.938 -1.161 0.050
H -2.634 -1.192 4.657
H 0.653 -1.852 1.970
H 2.313 -1.325 1.333
H 2.120 0.904 -4.384
H 3.811 1.382 -2.448
H 3.019 0.367 -0.145
H -2.695 1.727 -0.512
H -0.965 1.614 -0.894
H -2.177 0.566 -1.671
H -1.760 1.766 1.752
H -0.261 0.842 1.800
H -1.195 -1.848 0.839
H -1.300 -1.601 -0.891
```

=====

Entry 6:
Here is C29H41N5OS3Y as an isolated structure from the OMol25 dataset. Energies are from the ωB97M-V functional and the def2-TZVPD basis.

Computed properties:
- LUMO: -1.8 eV
- Relative energy (zero: lowest compared OMol25 entry of this formula, charge and spin): 0.0 kcal/mol
- F_max: 0.56 eV Å⁻¹
- HOMO-LUMO gap: 7.90 eV
- Net charge: +1
- HOMO: -9.71 eV

```
80
C29H41N5OS3Y | the OMol25 dataset | the ωB97M-V functional and the def2-TZVPD basis
Y -0.143 0.988 -0.056
C 2.393 2.856 -1.138
N 1.877 1.518 -1.465
C 1.623 1.452 -2.919
C 2.749 0.414 -1.089
C 4.109 0.591 -0.908
C 4.913 -0.462 -0.483
C 4.323 -1.685 -0.229
C 2.959 -1.872 -0.407
C 2.125 -0.840 -0.860
N 0.737 -0.862 -0.972
C -0.048 -1.996 -1.074
C 0.377 -3.315 -1.299
C -0.526 -4.371 -1.315
C -1.882 -4.158 -1.133
C -2.342 -2.852 -1.018
C -1.452 -1.792 -1.006
N -1.912 -0.408 -1.074
C -1.959 -0.018 -2.503
C -3.236 -0.146 -0.487
H 2.677 2.911 -0.089
H 1.605 3.584 -1.332
H 3.259 3.127 -1.749
H 2.560 1.573 -3.471
H 0.948 2.256 -3.204
H 1.194 0.486 -3.172
H 4.558 1.557 -1.096
H 5.976 -0.317 -0.349
H 4.926 -2.514 0.122
H 2.540 -2.830 -0.145
H 1.415 -3.525 -1.499
H -0.154 -5.374 -1.479
H -2.579 -4.985 -1.129
H -3.406 -2.665 -0.952
H -2.634 -0.679 -3.054
H -0.965 -0.100 -2.941
H -2.322 1.004 -2.588
H -4.042 -0.578 -1.088
H -3.393 0.933 -0.448
H -3.296 -0.551 0.519
S -1.105 3.059 1.601
C -1.407 3.643 0.016
N -1.161 2.968 -1.099
C -1.556 3.696 -2.230
C -1.494 3.277 -3.559
C -1.936 4.126 -4.557
C -2.446 5.389 -4.258
C -2.528 5.815 -2.945
C -2.084 4.960 -1.944
S -2.085 5.218 -0.226
H -1.117 2.298 -3.816
H -1.890 3.801 -5.588
H -2.785 6.036 -5.055
H -2.928 6.790 -2.701
N 1.713 1.132 1.655
H 1.410 0.432 2.327
H 1.699 2.030 2.130
H 2.669 0.913 1.388
C -0.915 -0.210 6.178
C -0.551 -0.845 4.840
C -1.798 -1.074 4.000
S -1.579 -1.485 2.264
O -0.709 -0.361 1.712
C -0.533 -2.957 2.313
C 0.961 -2.681 2.401
C 1.748 -3.981 2.287
H -0.025 -0.050 6.785
H -1.596 -0.847 6.745
H -1.401 0.756 6.032
H -0.041 -1.795 5.010
H 0.136 -0.194 4.295
H -2.410 -0.169 3.955
H -2.429 -1.870 4.405
H -0.765 -3.483 1.383
H -0.906 -3.563 3.143
H 1.210 -2.175 3.334
H 1.232 -2.007 1.588
H 1.507 -4.664 3.104
H 2.821 -3.786 2.321
H 1.522 -4.491 1.348
```

=====

Number 1: electronic energy -326207.11050 eV. Number 2: electronic energy -16148.01613 eV. Number 3: electronic energy -63846.60462 eV. Number 4: electronic energy -34186.73235 eV. Number 5: electronic energy -23939.58043 eV. Number 6: electronic energy -73786.04746 eV.